[1]
Below is a single C7H13ClN5OP molecule, with properties calculated with ωB97M-V/def2-TZVPD.

Structure (XYZ):
```
28
Properties=species:S:1:pos:R:3:nbo_charge:R:1
C -1.241 0.031 -3.255 -0.99
P -0.027 1.123 -2.446 1.12
O 1.234 0.073 -2.260 -0.97
C -0.767 1.263 -0.709 -0.65
C -1.944 2.095 -0.924 0.26
N -2.802 2.832 -1.114 -0.28
C -1.047 -0.024 0.185 -0.11
Cl -2.835 -0.209 0.459 0.01
C -0.666 -1.263 -0.490 0.28
N -0.367 -2.237 -1.022 -0.30
C -0.399 0.116 1.592 -0.44
C 0.991 -0.541 1.817 0.41
N 1.961 -0.198 0.788 -0.86
N 1.539 -0.054 3.093 -0.83
N 0.842 -1.978 1.991 -0.85
H -2.231 0.165 -2.817 0.25
H -0.929 -1.005 -3.137 0.26
H -1.278 0.292 -4.311 0.25
H 2.034 0.618 -2.276 0.50
H -0.074 1.903 -0.157 0.27
H -0.312 1.174 1.848 0.21
H -1.079 -0.336 2.310 0.25
H 1.904 -0.807 -0.016 0.39
H 1.901 0.770 0.500 0.35
H 0.813 -0.040 3.801 0.36
H 1.919 0.877 2.978 0.36
H 0.903 -2.463 1.100 0.37
H 1.665 -2.267 2.513 0.38
```

The structure (SMILES) is CP(O)[C@@H](C#N)[C@@](Cl)(C#N)CC(N)(N)N. The highest occupied orbital energy is -9.56 eV. The LUMO energy comes out at 0.20 eV. Its HOMO-LUMO gap is 9.76 eV. As for the total charge: 0.


[2]
Below is a single C7H13ClSi molecule, with properties calculated with ωB97M-V/def2-TZVPD.

Structure (XYZ):
```
22
Properties=species:S:1:pos:R:3:nbo_charge:R:1
C 1.804 1.074 -2.704 -0.34
C 0.906 0.348 -2.042 -0.70
C -2.145 -0.593 1.275 -0.48
C -1.324 -1.633 0.489 -0.40
C -2.204 0.738 0.612 -0.46
C 0.180 -1.383 0.478 -0.63
C 2.046 1.276 0.785 -1.14
Si 0.710 0.348 -0.183 1.41
Cl 0.835 -1.600 2.140 -0.08
H 1.855 1.090 -3.782 0.20
H 2.537 1.681 -2.193 0.19
H 0.193 -0.234 -2.614 0.22
H -3.155 -1.014 1.381 0.21
H -1.723 -0.498 2.277 0.22
H -1.514 -2.624 0.908 0.21
H -1.660 -1.635 -0.551 0.21
H -2.723 0.803 -0.329 0.18
H -2.219 1.622 1.223 0.19
H 0.648 -2.176 -0.109 0.24
H 3.038 0.861 0.598 0.24
H 2.059 2.322 0.488 0.25
H 1.857 1.229 1.854 0.26
```

The calculation puts the energy relative to the best compared isomer or geometry (same formula, charge and spin) at 58.0 kcal per mole. The highest occupied orbital energy (alpha / beta) is -7.50 / -6.92 eV. The LUMO energy (alpha / beta) comes out at 0.07 / 0.21 eV. Its HOMO-LUMO gap (alpha / beta) is 7.57 / 7.13 eV. As for the total charge: 0.


[3]
Below is a molecular structure, C7H13CrN3O10, with properties calculated with ωB97M-V/def2-TZVPD.

Structure (XYZ):
```
34
Properties=species:S:1:pos:R:3:mulliken_spin:R:1
Cr 0.358 0.479 0.347 3.93
C -2.819 -0.603 2.638 0.00
C -1.653 -0.110 1.885 -0.02
O -0.516 0.100 2.425 0.03
O -1.754 0.147 0.664 -0.01
H -3.562 -1.039 1.971 0.00
H -3.403 0.231 3.029 0.00
H -2.456 -1.316 3.378 0.00
C 0.489 4.909 0.396 0.00
C 0.600 3.446 0.073 -0.02
O 0.484 2.584 0.959 0.02
O 0.660 3.154 -1.124 0.01
H 1.170 5.478 -0.236 0.00
H 0.802 5.133 1.416 0.00
H -0.497 5.272 0.107 0.00
C -1.991 -0.910 -2.766 0.00
C -0.939 0.165 -2.638 0.01
O -0.788 1.056 -3.502 0.01
O -0.037 0.028 -1.809 0.02
H -1.839 -1.669 -1.999 0.00
H -1.937 -1.392 -3.742 0.00
H -3.003 -0.536 -2.613 0.00
N 3.561 0.751 -0.513 0.00
O 4.564 0.131 -0.287 0.00
O 2.542 0.603 0.179 0.00
O 3.514 1.496 -1.500 0.01
C 1.112 -2.939 0.402 0.01
O 1.087 -1.686 0.454 0.00
N 0.640 -3.604 1.388 0.00
N 1.354 -3.712 -0.659 0.00
H 0.379 -3.155 2.254 0.00
H 0.910 -4.567 1.530 0.00
H 1.625 -3.204 -1.489 0.00
H 1.342 -4.721 -0.617 0.00
```

As for the spin multiplicity: 5. The highest occupied orbital energy (alpha / beta) is -0.37 / -1.28 eV. The LUMO energy (alpha / beta) comes out at 4.38 / 4.38 eV. Its expectation value of S² is 6.006. Its HOMO-LUMO gap (alpha / beta) is 4.76 / 5.66 eV. As for the total charge: -2.


[4]
Below is 2 unconnected molecules or ions with the total composition C7H13INO5P, with properties calculated with ωB97M-V/def2-TZVPD.

Structure (XYZ):
```
28
Properties=species:S:1:pos:R:3:nbo_charge:R:1
C 4.514 0.528 1.367 -0.69
C 3.159 0.424 0.717 0.26
N 2.569 -0.666 0.612 -0.59
C 2.444 1.616 0.139 -0.12
O 1.610 2.349 1.060 -0.52
C 1.498 1.837 2.301 0.98
O 2.041 2.324 3.179 -0.52
O 0.706 0.764 2.526 -0.80
P -0.855 0.834 1.888 1.23
O -0.698 0.894 0.258 -0.99
I -1.621 -1.467 2.364 -0.18
H 5.172 1.197 0.821 0.23
H 5.003 -0.439 1.364 0.22
H 4.448 0.849 2.403 0.25
H 3.122 -1.411 1.033 0.34
H 1.814 1.295 -0.683 0.20
H 3.184 2.279 -0.302 0.20
H -0.153 0.131 -0.008 0.51
C -4.647 -2.314 -2.050 -0.72
C -3.300 -1.669 -2.272 0.60
O -2.335 -2.320 -2.598 -0.54
C -3.209 -0.176 -2.068 -0.72
H -4.568 -3.384 -2.230 0.23
H -4.974 -2.152 -1.022 0.23
H -5.381 -1.893 -2.740 0.23
H -3.472 0.077 -1.040 0.23
H -3.879 0.338 -2.759 0.23
H -2.190 0.152 -2.259 0.23
```

The structure (SMILES) is [H]/N=C(\C)COC(=O)OP(O)I.CC(C)=O. The calculation puts the energy relative to the best compared isomer or geometry (same formula, charge and spin) at 17.3 kcal per mole. The highest occupied orbital energy is -9.41 eV. The LUMO energy comes out at 0.07 eV. Its HOMO-LUMO gap is 9.48 eV. As for the total charge: 0.


[5]
Below is a single C7H13N molecule, with properties calculated with ωB97M-V/def2-TZVPD.

Structure (XYZ):
```
21
Properties=species:S:1:pos:R:3:nbo_charge:R:1
C 2.318 -0.742 0.136 -0.23
C 1.700 0.357 -0.741 -0.43
C 0.352 0.581 -0.177 -0.10
C 0.276 1.507 0.847 -0.33
C -3.108 0.221 -0.264 -0.60
C -1.896 -0.426 0.355 -0.47
C -0.612 -0.369 -0.412 -0.01
N 3.546 -1.088 -0.295 -0.63
H 2.323 -0.237 1.154 0.21
H 1.499 -1.514 0.183 0.18
H 1.739 0.094 -1.803 0.22
H 2.337 1.241 -0.721 0.22
H -0.327 1.510 1.739 0.20
H 0.977 2.335 0.800 0.20
H -1.652 -0.111 1.363 0.21
H -3.066 1.268 -0.542 0.22
H -3.401 -0.314 -1.173 0.21
H -2.152 -1.483 0.499 0.22
H -0.672 -0.884 -1.336 0.20
H 3.772 -2.045 -0.031 0.32
H -3.953 0.099 0.420 0.22
```

The calculation puts the energy relative to the best compared isomer or geometry (same formula, charge and spin) at 132.9 kcal per mole. The highest occupied orbital energy is -6.69 eV. The LUMO energy comes out at -2.05 eV. Its HOMO-LUMO gap is 4.64 eV. As for the total charge: 0.


[6]
Below is a single C7H13N molecule, with properties calculated with ωB97M-V/def2-TZVPD.

Structure (XYZ):
```
21
Properties=species:S:1:pos:R:3:nbo_charge:R:1
C -1.655 0.957 -1.317 -0.24
C -0.336 0.167 -1.319 -0.47
C -0.173 -0.353 0.099 0.02
C -1.107 -0.702 0.946 -0.43
C 2.085 0.736 0.726 -0.43
C 1.317 -0.326 0.505 0.02
C 1.838 -1.741 0.535 -0.64
N -2.027 1.740 -0.005 -0.86
H -1.519 1.767 -2.035 0.20
H -2.530 0.362 -1.628 0.20
H 0.537 0.805 -1.559 0.22
H -0.309 -0.866 -1.906 0.24
H -0.869 -1.042 1.955 0.20
H -2.114 -0.948 0.739 0.19
H 3.032 0.973 1.216 0.22
H 1.759 1.673 0.344 0.18
H 1.855 -2.100 1.445 0.22
H 1.316 -2.459 -0.015 0.22
H 2.897 -1.761 0.264 0.21
H -2.795 1.097 0.510 0.37
H -1.198 2.020 0.501 0.37
```

The structure (SMILES) is C=C(C)C(=C)CCN. The calculation puts the energy relative to the best compared isomer or geometry (same formula, charge and spin) at 84.7 kcal per mole. The highest occupied orbital energy is -8.53 eV. The LUMO energy comes out at 0.89 eV. Its HOMO-LUMO gap is 9.42 eV. As for the total charge: 0.


[7]
Below is a single C7H13N molecule, with properties calculated with ωB97M-V/def2-TZVPD.

Structure (XYZ):
```
21
Properties=species:S:1:pos:R:3:nbo_charge:R:1
C 0.401 1.394 0.546 -0.38
C -0.734 0.320 -1.659 -0.62
C -0.776 2.089 1.208 -0.63
C 0.992 -2.425 -0.772 -0.60
C -0.009 -0.682 0.834 0.35
C 0.069 -0.002 -0.454 -0.09
C 1.078 -1.054 -0.130 -0.28
N -0.606 -1.231 1.810 -0.67
H -1.421 -0.706 2.128 0.34
H 1.252 1.316 1.225 0.23
H 0.763 2.011 -0.280 0.21
H 2.095 -0.734 0.100 0.20
H -0.095 0.704 -2.459 0.22
H -1.512 1.056 -1.460 0.22
H -1.236 -0.586 -2.001 0.23
H -1.662 2.070 0.574 0.21
H -1.009 1.630 2.167 0.21
H -0.532 3.134 1.402 0.22
H 1.465 -2.410 -1.758 0.21
H -0.047 -2.745 -0.871 0.21
H 1.522 -3.149 -0.150 0.22
```

The structure (SMILES) is [H]/N=C1/[C@@H](C)[C@]1(C)CC. The calculation puts the energy relative to the best compared isomer or geometry (same formula, charge and spin) at 74.2 kcal per mole. The highest occupied orbital energy is -8.07 eV. The LUMO energy comes out at 0.96 eV. Its HOMO-LUMO gap is 9.03 eV. As for the total charge: 0.


[8]
Below is a single C7H13N molecule, with properties calculated with ωB97M-V/def2-TZVPD.

Structure (XYZ):
```
21
Properties=species:S:1:pos:R:3:nbo_charge:R:1
C 1.471 -1.529 1.972 -0.61
C -0.058 -1.601 1.745 -0.43
N -2.167 0.583 0.926 -0.80
C -1.243 -0.003 0.069 0.13
C -0.469 -1.084 0.366 -0.26
C 0.693 1.770 -2.825 -0.66
C 0.375 1.044 -1.537 -0.15
C -0.873 0.699 -1.209 -0.23
H 1.789 -1.610 3.045 0.21
H 1.930 -2.461 1.538 0.21
H 1.853 -0.549 1.562 0.21
H -0.500 -0.982 2.440 0.18
H -0.396 -2.628 1.887 0.20
H -2.053 0.490 1.906 0.38
H -2.375 1.455 0.708 0.36
H 0.098 -1.643 -0.494 0.20
H 1.781 1.749 -3.175 0.22
H 0.658 2.863 -2.626 0.22
H 0.107 1.481 -3.711 0.22
H 1.189 0.906 -0.872 0.21
H -1.808 1.051 -1.717 0.19
```

The structure (SMILES) is C/C=C/C(N)=C/CC. The calculation puts the energy relative to the best compared isomer or geometry (same formula, charge and spin) at 48.7 kcal per mole. The highest occupied orbital energy is -7.71 eV. The LUMO energy comes out at 1.08 eV. Its HOMO-LUMO gap is 8.79 eV. As for the total charge: 0.


[9]
Below is a single C7H13N molecule, with properties calculated with ωB97M-V/def2-TZVPD.

Structure (XYZ):
```
21
Properties=species:S:1:pos:R:3:nbo_charge:R:1
C 0.995 -1.591 -0.938 -0.45
C -1.605 0.914 0.745 -0.61
C 0.708 1.452 -0.047 -0.63
C -0.532 0.582 -0.305 0.10
C 0.746 -1.507 0.444 0.00
N -1.072 0.899 -1.633 -0.83
C -0.284 -0.909 -0.308 -0.24
C 1.183 -1.791 1.654 -0.39
H -0.315 0.891 -2.315 0.35
H -1.444 1.847 -1.633 0.35
H 1.784 -0.977 -1.344 0.22
H 0.869 -2.561 -1.402 0.23
H -1.209 -1.473 -0.392 0.24
H -1.762 1.994 0.838 0.21
H -1.317 0.530 1.731 0.21
H -2.570 0.455 0.495 0.22
H 0.999 1.422 1.010 0.21
H 0.515 2.502 -0.296 0.21
H 1.575 1.138 -0.636 0.21
H 0.612 -1.504 2.529 0.20
H 2.121 -2.311 1.802 0.20
```

The structure (SMILES) is C=C1C[C@@H]1C(C)(C)N. The calculation puts the energy relative to the best compared isomer or geometry (same formula, charge and spin) at 41.7 kcal per mole. The highest occupied orbital energy is -9.23 eV. The LUMO energy comes out at 0.95 eV. Its HOMO-LUMO gap is 10.18 eV. As for the total charge: 0.


[10]
Below is a gas-phase ion, C7H13N2 (charge +1), with properties calculated with ωB97M-V/def2-TZVPD.

Structure (XYZ):
```
22
Properties=species:S:1:pos:R:3:nbo_charge:R:1
C -0.319 0.166 -0.357 0.54
C 1.990 -1.940 0.102 -0.29
C 2.182 -0.652 0.364 -0.28
C 1.398 0.455 -0.180 0.23
C 1.795 1.863 0.110 -0.66
C -1.937 0.078 1.380 -0.40
C -2.578 -0.383 -0.955 -0.42
N 0.536 0.210 -1.338 -0.57
N -1.532 -0.028 -0.008 -0.35
H 2.633 -2.688 0.527 0.23
H 1.196 -2.298 -0.532 0.19
H 2.982 -0.347 1.025 0.24
H 1.145 2.572 -0.396 0.24
H 2.818 2.027 -0.229 0.25
H 1.770 2.062 1.179 0.25
H -2.727 0.825 1.478 0.23
H -2.321 -0.880 1.728 0.23
H -1.089 0.367 1.996 0.23
H -2.197 -0.377 -1.973 0.22
H -2.966 -1.377 -0.727 0.23
H -3.393 0.335 -0.871 0.23
H 0.613 0.009 -2.325 0.43
```

The structure (SMILES) is C=C[C@@]1(C)NC1=[N+](C)C. The calculation puts the energy relative to the best compared isomer or geometry (same formula, charge and spin) at 72.3 kcal per mole. The highest occupied orbital energy is -13.54 eV. The LUMO energy comes out at -3.28 eV. Its HOMO-LUMO gap is 10.25 eV. As for the total charge: +1.


[11]
Below is a gas-phase ion, C7H13N2 (charge +1), with properties calculated with ωB97M-V/def2-TZVPD.

Structure (XYZ):
```
22
Properties=species:S:1:pos:R:3:nbo_charge:R:1
C -2.179 0.855 0.203 -0.23
C -2.226 -0.573 0.287 -0.16
C -1.003 1.446 -0.157 -0.17
C -1.172 -1.333 0.229 -0.06
C 0.356 0.659 -0.169 0.27
C 1.319 1.397 0.855 -0.61
C 1.053 -1.948 -0.177 -0.43
N 0.960 0.915 -1.461 -0.83
N 0.154 -0.826 0.376 -0.41
H -3.154 1.203 0.438 0.25
H -3.152 -0.941 0.149 0.23
H -1.000 2.588 -0.187 0.26
H -1.273 -2.289 -0.056 0.22
H 1.388 2.336 0.437 0.25
H 2.275 0.926 0.808 0.22
H 0.848 1.428 1.827 0.23
H 0.843 -2.099 -1.255 0.24
H 2.170 -1.555 -0.113 0.24
H 0.921 -2.918 0.390 0.26
H 1.966 0.834 -1.499 0.39
H 0.522 0.667 -2.327 0.40
H 0.384 -0.771 1.404 0.45
```

The structure (SMILES) is C[N@@H+]1C=CC=C[C@]1(C)N. The calculation puts the energy relative to the best compared isomer or geometry (same formula, charge and spin) at 71.5 kcal per mole. The highest occupied orbital energy is -13.27 eV. The LUMO energy comes out at -3.69 eV. Its HOMO-LUMO gap is 9.59 eV. As for the total charge: +1.


[12]
Below is a gas-phase ion, C7H13N2 (charge +1), with properties calculated with ωB97M-V/def2-TZVPD.

Structure (XYZ):
```
22
Properties=species:S:1:pos:R:3:nbo_charge:R:1
C -0.223 2.227 -1.632 -0.21
C 1.110 1.794 -1.492 -0.19
C -1.206 1.792 -0.805 -0.15
C 1.392 0.638 -0.912 -0.05
C -0.888 0.777 0.232 -0.25
C -0.239 -1.551 1.781 -0.64
C 0.820 -0.862 0.845 -0.23
N -0.347 -1.075 -1.059 -0.70
N 0.168 -0.131 -0.262 -0.08
H -0.438 2.952 -2.368 0.25
H 2.023 2.256 -1.812 0.26
H -2.212 2.123 -0.787 0.24
H 2.427 0.268 -0.934 0.26
H -0.537 1.079 1.225 0.25
H -1.720 0.132 0.339 0.23
H -0.735 -0.712 2.329 0.21
H -1.060 -2.001 1.169 0.23
H 0.196 -2.188 2.576 0.27
H 1.521 -1.627 0.375 0.24
H 1.507 -0.202 1.492 0.24
H 0.133 -1.294 -1.924 0.41
H -1.371 -1.225 -1.185 0.41
```

The structure (SMILES) is CC[N@+]1(N)C=CC=CC1. The calculation puts the energy relative to the best compared isomer or geometry (same formula, charge and spin) at 91.5 kcal per mole. The highest occupied orbital energy is -13.60 eV. The LUMO energy comes out at -3.88 eV. Its HOMO-LUMO gap is 9.71 eV. As for the total charge: +1.


Asked for maximum force across the records above, the calculation gives 0.01520; 0.04368; 0.12956; 0.10546; 0.03584; 0.10630; 0.09589; 0.09939; 0.06888; 0.07752; 0.06940; 0.10931 Eh/bohr in order.
Asked for E_tot across the records above, the calculation gives -1425.08950; -1024.10151; -2235.69673; -1344.55831; -329.05964; -329.13642; -329.15326; -329.19378; -329.20498; -383.70204; -383.70332; -383.67133 hartree in order.